C36H99N9O9 | wB97M-V/def2-TZVPD

Orbital gap ... 9.19 eV
Calculated total energy ... -70765.77753 eV
Energy above the lowest of the compared OMol25 structures with the same formula, charge and spin ... 6.532 eV
Total charge ... 0

Cartesian coordinates (Å):
C  6.656  -0.619  0.831
O  6.578  0.530  1.670
C  5.594  0.411  2.619
C  5.458  1.738  3.423
C  4.944  1.552  4.823
N  4.615  2.669  2.717
H  5.915  -0.562  0.034
H  6.683  -1.539  1.415
H  7.635  -0.527  0.362
H  4.629  0.155  2.182
H  5.864  -0.331  3.370
H  6.409  2.270  3.452
H  5.253  2.395  5.440
H  5.226  0.602  5.279
H  3.859  1.477  4.749
H  4.456  3.562  3.162
H  4.916  2.856  1.771
C  1.699  -13.072  -1.830
O  1.183  -11.781  -1.545
C  0.720  -11.707  -0.223
C  0.336  -10.283  0.226
C  1.550  -9.411  0.534
N  -0.458  -10.307  1.466
H  2.197  -13.084  -2.800
H  0.990  -13.858  -2.087
H  2.398  -13.611  -1.190
H  -0.194  -12.299  -0.262
H  1.334  -12.183  0.542
H  -0.231  -9.773  -0.553
H  1.115  -8.516  0.977
H  2.020  -9.075  -0.390
H  2.358  -9.930  1.051
H  -1.181  -11.009  1.522
H  0.138  -10.476  2.263
C  -4.247  6.390  6.843
O  -4.390  5.035  6.514
C  -3.577  4.086  7.170
C  -3.882  2.704  6.503
C  -5.328  2.204  6.783
N  -3.019  1.695  7.026
H  -5.009  6.895  6.250
H  -3.254  6.712  6.530
H  -4.456  6.690  7.870
H  -2.570  4.378  6.872
H  -3.550  4.156  8.258
H  -3.745  2.868  5.434
H  -6.024  2.989  6.488
H  -5.414  2.171  7.869
H  -5.495  1.203  6.387
H  -3.483  0.803  6.928
H  -2.932  1.690  8.032
C  0.580  7.864  9.073
O  0.932  8.329  7.761
C  2.060  7.597  7.187
C  2.414  7.874  5.705
C  1.263  7.555  4.807
N  3.677  7.203  5.303
H  1.431  7.550  9.678
H  -0.003  6.944  9.027
H  -0.087  8.622  9.485
H  2.916  7.712  7.852
H  1.963  6.525  7.358
H  2.543  8.954  5.636
H  1.436  7.779  3.755
H  0.322  8.038  5.070
H  1.213  6.470  4.898
H  4.381  7.368  6.008
H  3.994  7.516  4.397
C  -5.708  10.859  2.601
O  -5.255  9.936  1.578
C  -5.905  8.718  1.439
C  -4.900  7.876  0.669
C  -5.261  7.809  -0.835
N  -4.774  6.457  1.154
H  -6.721  11.196  2.380
H  -5.072  11.712  2.837
H  -5.713  10.500  3.631
H  -6.149  8.347  2.435
H  -6.816  8.992  0.907
H  -3.929  8.323  0.880
H  -6.203  7.292  -1.022
H  -4.588  7.147  -1.379
H  -5.263  8.686  -1.481
H  -4.527  6.523  2.131
H  -3.904  6.066  0.822
C  -4.154  -6.928  -3.827
O  -5.147  -6.544  -2.860
C  -4.610  -6.109  -1.598
C  -4.169  -4.601  -1.665
C  -3.955  -3.930  -0.263
N  -5.297  -3.890  -2.292
H  -4.631  -7.224  -4.761
H  -3.479  -7.696  -3.449
H  -3.577  -6.023  -4.013
H  -5.342  -5.989  -0.799
H  -3.880  -6.744  -1.096
H  -3.253  -4.371  -2.209
H  -4.847  -3.580  0.256
H  -3.249  -3.104  -0.341
H  -3.602  -4.646  0.479
H  -5.272  -2.883  -2.368
H  -5.399  -4.241  -3.233
C  2.599  5.697  -7.777
O  3.516  4.662  -7.353
C  3.342  3.438  -7.881
C  4.217  2.275  -7.206
C  4.279  2.348  -5.677
N  5.561  2.206  -7.650
H  1.543  5.581  -7.530
H  2.461  5.771  -8.855
H  3.003  6.606  -7.331
H  2.279  3.201  -7.825
H  3.643  3.425  -8.929
H  3.795  1.312  -7.492
H  4.713  3.265  -5.280
H  4.840  1.534  -5.218
H  3.286  2.180  -5.261
H  5.615  2.193  -8.658
H  6.133  2.958  -7.293
C  -0.675  -10.149  -8.198
O  0.446  -9.266  -8.165
C  1.107  -9.309  -6.919
C  2.121  -8.103  -6.707
C  3.190  -7.832  -7.761
N  2.819  -8.091  -5.425
H  -1.142  -10.153  -9.183
H  -1.371  -9.863  -7.411
H  -0.288  -11.158  -8.056
H  0.309  -9.349  -6.178
H  1.653  -10.247  -7.024
H  1.416  -7.271  -6.705
H  3.798  -6.979  -7.456
H  2.660  -7.587  -8.681
H  4.007  -8.543  -7.886
H  3.796  -8.347  -5.430
H  2.258  -8.638  -4.787
C  0.702  -1.573  -1.708
O  -0.003  -0.309  -1.599
C  0.262  0.455  -0.429
C  -0.463  1.766  -0.578
C  -0.104  2.593  -1.813
N  -0.298  2.558  0.617
H  0.460  -2.038  -0.752
H  1.764  -1.367  -1.849
H  0.326  -1.989  -2.642
H  0.031  -0.068  0.499
H  1.331  0.669  -0.446
H  -1.541  1.617  -0.508
H  -0.229  2.010  -2.725
H  0.933  2.924  -1.747
H  -0.738  3.467  -1.963
H  0.639  2.647  0.982
H  -0.771  2.100  1.383

Löwdin atomic charge list, values in e, 8 entries:
1. C -0.09
2. O -0.18
3. C -0.24
4. C -0.45
5. C -0.07
6. N 0.02
7. H 0.09
8. H 0.09